{
  "formula": "C41H119N9O14",
  "method": "the ωB97M-V functional and the def2-TZVPD basis",
  "e_above_lowest_kj_mol": 36.3,
  "molar_mass_g_mol": 962.45,
  "homo_lumo_gap_ha": [0.063, 0.323],
  "total_energy_ha": -3179.28149,
  "multiplicity": 2,
  "homo_ev": [0.32, -6.77],
  "charge": -1,
  "s2": 0.750,
  "elements": ["O", "O", "O", "O", "O", "O", "O", "O", "O", "O", "O", "O", "O", "O", "N", "N", "N", "N", "N", "N", "N", "N", "N", "C", "C", "C", "C", "C", "C", "C", "C", "C", "C", "C", "C", "C", "C", "C", "C", "C", "C", "C", "C", "C", "C", "C", "C", "C", "C", "C", "C", "C", "C", "C", "C", "C", "C", "C", "C", "C", "C", "C", "C", "C", "H", "H", "H", "H", "H", "H", "H", "H", "H", "H", "H", "H", "H", "H", "H", "H", "H", "H", "H", "H", "H", "H", "H", "H", "H", "H", "H", "H", "H", "H", "H", "H", "H", "H", "H", "H", "H", "H", "H", "H", "H", "H", "H", "H", "H", "H", "H", "H", "H", "H", "H", "H", "H", "H", "H", "H", "H", "H", "H", "H", "H", "H", "H", "H", "H", "H", "H", "H", "H", "H", "H", "H", "H", "H", "H", "H", "H", "H", "H", "H", "H", "H", "H", "H", "H", "H", "H", "H", "H", "H", "H", "H", "H", "H", "H", "H", "H", "H", "H", "H", "H", "H", "H", "H", "H", "H", "H", "H", "H", "H", "H", "H", "H", "H", "H", "H", "H", "H", "H"],
  "positions_angstrom": [[1.83, 5.29, 1.20], [6.76, -4.40, 0.73], [-5.23, 2.26, -2.78], [-2.79, -0.64, 4.13], [-0.84, -5.77, -3.97], [-0.45, -0.57, 5.30], [-0.63, 1.45, -4.27], [-5.70, 3.98, 2.28], [3.29, 0.19, -2.36], [0.72, 3.25, 6.98], [3.36, -2.20, 4.80], [1.00, -4.95, 0.88], [-0.28, 0.52, 0.23], [4.25, 1.62, 2.97], [-1.23, 4.58, -2.31], [7.78, -5.73, -2.65], [1.85, 0.02, 3.28], [1.47, 5.65, -2.56], [-6.24, 5.63, -4.17], [-4.10, -4.14, 3.88], [-3.35, 3.76, -0.52], [-0.97, -5.90, -1.05], [5.23, -1.92, -2.56], [6.63, -4.66, -0.65], [1.41, 3.91, 1.40], [0.99, 3.03, 5.58], [-0.24, -1.79, 5.93], [-7.05, 4.38, 2.68], [-0.97, -4.61, -3.16], [1.89, -5.97, 0.52], [3.30, -3.60, -2.48], [3.77, -2.15, -2.79], [-2.08, -6.21, -4.63], [-0.03, 0.37, 1.63], [3.00, -1.13, -1.88], [-1.70, -4.93, -1.81], [-1.39, 4.44, -4.63], [-2.34, -3.12, 2.56], [-1.38, 3.61, -3.37], [-6.44, 4.39, -3.34], [-3.38, 0.71, 4.19], [-3.12, -3.05, 3.89], [-1.95, -3.71, -0.92], [-5.31, 4.27, 1.00], [1.38, -1.70, 1.62], [2.07, 5.18, -1.28], [-1.60, 0.88, 0.02], [3.54, 5.46, -1.36], [9.11, -4.26, -1.30], [-3.84, 3.88, 0.85], [4.94, 0.62, 2.24], [7.96, -5.27, -1.25], [-7.91, 4.02, -3.53], [0.36, 0.45, -4.16], [-4.44, 1.17, -3.25], [-5.45, 3.27, -3.77], [2.79, -3.35, 4.24], [1.32, -0.21, 1.91], [1.42, 5.82, 0.00], [-0.37, 2.49, -3.28], [-2.87, 4.68, 1.71], [2.69, 1.27, -1.66], [5.48, -4.28, 1.35], [-3.79, -1.69, 4.03], [-3.58, -5.00, 3.96], [2.65, -5.64, -0.20], [-1.88, 5.32, -2.50], [-1.21, -0.73, 4.73], [-8.57, 4.85, -3.29], [1.60, 1.25, -1.61], [0.07, -4.30, -3.10], [4.94, -3.41, 0.96], [5.72, -4.12, 2.40], [5.96, -5.52, -0.73], [3.97, 5.17, -2.32], [3.33, 1.36, 3.11], [-3.92, 3.06, -0.98], [1.37, -6.86, 0.17], [-1.57, 4.13, -1.47], [-2.91, -6.44, -3.96], [-7.25, 4.40, 3.75], [3.07, 1.17, -0.65], [-2.69, -5.34, -2.00], [-1.54, 3.71, -5.44], [-0.14, 1.31, 2.17], [-1.92, 4.17, 1.84], [-5.51, 5.32, 0.80], [2.34, -6.25, 1.47], [5.36, -2.25, -1.61], [-0.47, 2.00, -2.31], [4.04, -4.33, -2.81], [-3.20, 4.84, 2.74], [-1.82, -4.06, 2.37], [4.72, 0.65, 1.17], [1.48, 3.51, 2.41], [0.14, -0.15, -5.04], [-6.38, 4.61, -2.27], [-2.44, -2.92, -1.49], [-1.43, -3.78, -3.70], [2.37, -0.84, 3.39], [1.40, 0.77, -4.06], [-0.76, -0.30, 2.10], [6.02, 0.61, 2.29], [-1.59, -2.33, 2.56], [2.03, 3.35, 0.70], [4.65, -0.38, 2.60], [3.59, -1.80, -3.81], [0.64, 2.86, -3.44], [2.90, -3.28, 3.15], [0.35, 5.85, -0.20], [0.50, 5.37, -2.68], [1.40, 2.85, 7.51], [8.31, -6.13, -0.68], [-6.60, 5.41, -5.09], [-1.57, -6.48, -0.49], [-2.36, 3.15, -3.23], [-1.12, -2.04, 6.53], [-3.48, 1.51, -3.64], [-2.68, -3.86, -0.12], [4.30, -2.36, 4.81], [-2.77, 5.71, 1.36], [2.03, 0.29, 1.25], [-3.86, 2.83, 1.13], [-1.86, 1.85, 0.42], [-4.50, -1.62, 4.85], [1.31, 6.64, -2.60], [3.24, -3.69, -1.40], [-8.08, 3.13, -2.92], [-3.06, -2.80, 1.81], [0.88, -2.10, 0.74], [-4.95, 0.62, -4.04], [-1.06, -3.24, -0.51], [0.96, -2.29, 2.43], [3.43, -4.20, 4.48], [-4.28, 0.47, -2.43], [-0.45, 4.96, -4.73], [-7.84, 3.83, 2.17], [0.38, 3.74, 1.07], [-2.49, 1.33, 4.25], [-3.58, 4.56, -1.08], [0.69, -1.87, 6.49], [-2.45, -5.36, -5.21], [-2.13, 5.23, -4.74], [-4.00, 0.86, 3.31], [2.29, -3.83, -2.83], [6.27, -3.83, -1.25], [-1.74, -6.93, -5.37], [9.43, -3.93, -0.32], [1.10, -0.04, 3.96], [7.24, -6.57, -2.80], [-3.96, 0.86, 5.10], [-6.88, 6.29, -3.75], [1.73, 6.87, 0.07], [1.92, -1.10, -1.99], [-5.92, 3.69, 0.31], [1.76, 3.70, 5.21], [1.33, 2.00, 5.49], [0.20, -0.23, -3.32], [-2.23, 0.13, 0.49], [-1.87, 0.85, -1.04], [-0.15, -2.50, 5.11], [-4.27, -1.33, 3.12], [-2.46, -3.18, 4.75], [-8.08, 3.91, -4.60], [3.79, 6.47, -1.05], [5.31, -0.91, -2.62], [1.73, -3.54, 4.41], [-4.44, 3.67, -3.86], [-0.70, -6.63, -1.70], [4.13, 4.86, -0.66], [-5.83, 2.85, -4.71], [8.71, -5.85, -3.03], [-4.52, -4.24, 2.97], [3.10, 2.16, -2.15], [0.10, 3.10, 4.96], [2.11, 4.09, -1.31], [8.90, -3.29, -1.76], [4.85, -5.17, 1.33], [-7.16, 5.40, 2.31], [3.27, -1.22, -0.83], [2.42, -1.99, 1.49], [0.18, -5.12, 0.41], [10.02, -4.64, -1.76]],
  "mulliken_spin": [0.000, -0.001, -0.487, -0.249, -0.143, -0.002, -0.032, -0.088, -0.005, 0.000, -0.007, 0.015, 0.080, 0.000, 0.028, 0.000, 0.005, 0.000, 0.006, -0.019, -0.003, -0.600, -0.004, 0.002, -0.001, 0.001, -0.017, 0.115, -0.327, 0.042, 0.011, 0.020, 0.475, -0.357, 0.010, 0.971, -0.003, 0.560, -0.103, -0.045, -0.107, -0.132, -1.490, -0.030, -0.032, 0.000, -0.403, 0.000, 0.000, 0.056, -0.002, 0.000, 0.026, 0.032, 1.166, 0.035, 0.006, 0.111, -0.001, 0.031, 0.036, -0.011, 0.000, 0.864, -0.123, 0.035, -0.001, 0.015, -0.015, 0.006, 0.106, -0.001, -0.001, 0.002, 0.000, -0.001, -0.009, -0.011, 0.002, -0.065, 0.003, 0.000, 0.307, 0.009, 0.001, -0.019, 0.003, -0.001, 0.000, -0.037, 0.009, 0.011, 0.229, 0.000, 0.001, -0.024, 0.042, 0.265, -0.167, -0.001, 0.001, 0.042, 0.000, -0.213, 0.000, 0.000, 0.012, 0.003, 0.007, 0.001, 0.000, 0.000, 0.001, -0.009, -0.008, 0.005, -0.004, -0.083, 0.556, 0.001, -0.001, 0.001, -0.019, 0.012, 0.156, 0.000, 0.002, 0.001, -0.208, 0.074, 0.001, 0.606, 0.054, 0.001, -0.305, 0.001, -0.025, 0.001, 0.053, -0.009, 0.001, -0.103, -0.004, 0.005, -0.038, 0.000, -0.057, 0.000, 0.004, -0.001, -0.066, -0.005, 0.000, 0.009, 0.091, -0.001, 0.001, 0.051, -0.006, 0.195, 0.028, -0.437, 0.134, 0.004, 0.000, 0.001, 0.006, 0.001, 0.131, 0.000, 0.022, 0.000, -0.227, 0.001, 0.002, 0.000, 0.000, 0.000, 0.000, 0.002, -0.034, 0.009, 0.000]
}